1.
The following is a quantum chemistry calculation of 7 unconnected molecules or ions with the total composition C48H56O21 in a non-equilibrium geometry, from the Open Molecules 2025 dataset.

Computed properties:
molar mass: 968.95 g mol⁻¹
orbital gap: 8.71 eV
total charge: 0

Last column: Mulliken charge in e.
Element x y z (Å)
C1 -0.810932 2.849025 1.780354  -1.55
C2 -0.653212 2.185991 0.372513  0.86
C3 0.495297 1.171785 0.453329  -1.59
C4 1.098096 0.809933 -0.885677  0.23
C5 2.092664 1.601558 -1.430611  -0.42
C6 2.710209 1.324626 -2.625927  -0.34
C7 2.336738 0.190105 -3.333821  -1.24
C8 1.330696 -0.594572 -2.821884  0.96
C9 0.694529 -0.312385 -1.609370  -0.54
C10 -0.390831 -1.248871 -1.170433  0.43
O1 -0.790204 -1.376816 -0.021772  -0.73
C11 -1.075772 -2.074059 -2.241155  0.26
C12 -2.359753 -2.548223 -2.067969  -0.45
C13 -2.978200 -3.306376 -3.062488  -0.75
C14 -2.289323 -3.617743 -4.219129  -0.53
C15 -0.998395 -3.149553 -4.403475  -0.61
C16 -0.427576 -2.378922 -3.429956  0.78
C17 0.958106 -1.824281 -3.625604  0.18
O2 1.762139 -2.358010 -4.373657  -0.63
O3 -0.431416 3.191104 -0.606675  0.15
C18 -1.643332 3.807865 -0.985425  -0.87
C19 -1.413775 5.158358 -1.636174  0.47
C20 -1.085561 6.223481 -0.810706  -0.30
C21 -0.877344 7.449099 -1.404208  -0.64
C22 -0.994973 7.590999 -2.775685  -0.32
C23 -1.354863 6.548038 -3.598629  -0.79
C24 -1.560501 5.317026 -2.994402  -0.21
H1 -0.313531 2.207281 2.521941  0.50
H2 -0.316801 3.824720 1.808007  0.26
H3 -1.863124 2.881521 2.081717  0.27
H4 -1.618305 1.699674 0.148682  0.26
H5 1.298123 1.640382 1.046551  0.60
H6 0.149166 0.320778 1.039276  0.55
H7 2.393172 2.488552 -0.872812  0.42
H8 3.502391 1.969069 -3.060744  0.34
H9 2.825234 -0.076942 -4.266325  0.58
H10 -2.908909 -2.318332 -1.158852  0.46
H11 -3.997865 -3.656314 -2.928382  0.51
H12 -2.755331 -4.228488 -4.989187  0.40
H13 -0.468111 -3.404341 -5.317035  0.49
H14 -2.324990 3.986655 -0.134306  0.26
H15 -2.197207 3.122876 -1.655023  0.40
H16 -0.999098 6.100420 0.266191  0.40
H17 -0.602148 8.324206 -0.819475  0.37
H18 -0.789735 8.574848 -3.198013  0.36
H19 -1.446455 6.675126 -4.672860  0.43
H20 -1.848768 4.448444 -3.585194  0.33
C25 3.891896 6.144228 -6.938076  -1.55
C26 3.305858 4.996952 -6.151908  0.55
C27 3.379269 5.173436 -4.658031  -0.59
O4 3.450743 3.816567 -4.193119  -0.02
C28 4.002290 3.079881 -5.200424  0.47
O5 4.378693 1.951227 -5.086454  -0.55
O6 4.071709 3.793485 -6.345318  -0.40
H21 4.969023 6.213049 -6.778943  0.37
H22 3.740159 5.989729 -8.006862  0.40
H23 3.427029 7.089106 -6.655844  0.36
H24 2.280611 4.800592 -6.478060  0.31
H25 2.506549 5.672200 -4.249431  0.41
H26 4.275654 5.699681 -4.327739  0.22
C29 -1.662630 -5.695475 1.447970  -1.30
C30 -3.121473 -5.325005 1.404220  0.58
C31 -4.055314 -6.501334 1.365980  -0.46
O7 -5.187475 -5.975759 0.654523  -0.39
C32 -4.721026 -4.972905 -0.133662  0.53
O8 -5.340986 -4.422237 -0.987602  -0.54
O9 -3.444263 -4.660740 0.177200  -0.09
H27 -1.356879 -6.184838 0.521266  0.41
H28 -1.052390 -4.802454 1.547152  0.22
H29 -1.447310 -6.356189 2.288456  0.27
H30 -3.360327 -4.650724 2.232539  0.18
H31 -4.344188 -6.833780 2.360613  0.26
H32 -3.657599 -7.351442 0.806502  0.32
C33 -6.284309 0.881737 1.884242  -1.42
C34 -5.503776 1.165707 3.145167  0.50
C35 -6.350282 1.638753 4.299838  -0.49
O10 -5.434587 2.452114 5.036205  -0.35
C36 -4.507150 2.915647 4.158495  0.61
O11 -3.716917 3.764916 4.408196  -0.51
O12 -4.609957 2.275781 2.959524  -0.27
H33 -6.713145 1.799456 1.479161  0.37
H34 -5.628224 0.473707 1.114878  0.31
H35 -7.084191 0.164729 2.071357  0.38
H36 -4.905576 0.293017 3.422604  0.24
H37 -6.715016 0.818993 4.915497  0.32
H38 -7.196854 2.256405 3.989081  0.30
C37 6.500381 3.652550 0.638132  -1.58
C38 5.990955 4.050316 -0.725887  0.64
C39 6.548973 5.354766 -1.239715  -0.59
O13 5.491632 5.827417 -2.081915  -0.34
C40 4.332686 5.292510 -1.611298  0.61
O14 3.248569 5.622913 -1.962533  -0.49
O15 4.582538 4.328708 -0.690616  -0.25
H39 6.154052 4.351897 1.400578  0.36
H40 6.117432 2.669764 0.914039  0.36
H41 7.590051 3.615873 0.654079  0.39
H42 6.157187 3.240081 -1.441767  0.23
H43 7.464981 5.222364 -1.811808  0.33
H44 6.723564 6.090465 -0.450601  0.33
C41 4.180629 -2.632593 2.169313  -1.49
C42 3.329804 -3.875357 2.267512  0.52
C43 2.221235 -3.947272 1.248642  -0.26
O16 1.230790 -4.725392 1.934565  -0.22
C44 1.421440 -4.538655 3.262374  0.61
O17 0.655914 -4.884963 4.108078  -0.53
O18 2.592606 -3.904656 3.502724  -0.38
H45 3.598474 -1.743815 2.417206  0.34
H46 5.004666 -2.679348 2.881849  0.38
H47 4.595602 -2.520727 1.167316  0.38
H48 3.960081 -4.768348 2.230172  0.24
H49 2.528693 -4.440874 0.329153  0.34
H50 1.791385 -2.972458 1.003278  0.05
C45 -0.685511 -7.276202 7.475189  -1.47
C46 -1.138276 -7.718614 6.105522  0.60
C47 -2.052107 -6.742743 5.412632  -0.26
O19 -2.843463 -7.603564 4.579486  -0.24
C48 -2.869862 -8.826810 5.174745  0.60
O20 -3.587153 -9.714990 4.849893  -0.54
O21 -1.969007 -8.890759 6.187657  -0.38
H51 -1.527461 -7.237529 8.168146  0.37
H52 0.029687 -7.988568 7.887304  0.36
H53 -0.211104 -6.295600 7.431269  0.37
H54 -0.272588 -7.959702 5.482627  0.21
H55 -1.506181 -6.016987 4.811831  0.14
H56 -2.719150 -6.210629 6.096112  0.28

Cartesian forces (eV/Å) of the 6 atoms listed first:
C -0.058 -0.934 -0.104
C -0.489 0.498 1.137
C 0.555 0.810 -0.150
C -0.569 -0.753 0.477
C 0.284 0.956 0.641
C 0.826 0.132 -0.836

2.
The following is a quantum chemistry calculation of 2 unconnected molecules or ions with the total composition C4H11NOS in a non-equilibrium geometry, from the Open Molecules 2025 dataset.

Computed properties:
multiplicity: 3
molar mass: 121.20 g mol⁻¹
energy relative to the best compared isomer or geometry (same formula, charge and spin): 1.6 kcal/mol
orbital gap (alpha / beta): 7.02 / 7.65 eV
total charge: 0

Last column: Mulliken spin population.
Element x y z (Å)
C1 -0.957995 -1.452357 0.023589  0.77
C2 1.555793 -0.511683 0.706631  0.81
C3 -2.396834 -1.756002 0.412806  -0.04
C4 2.391570 0.632099 1.131334  -0.01
N1 0.498526 1.321604 -1.812325  0.03
O1 -0.662189 0.610051 1.679206  0.10
S1 -0.074926 -0.226108 0.616609  0.16
H1 -0.591966 -1.799294 -0.962430  0.02
H2 1.951938 -1.248248 0.038218  -0.01
H3 -3.156981 -1.375076 -0.214883  0.04
H4 -2.549856 -2.854018 0.415891  0.03
H5 -2.602824 -1.317718 1.449829  0.00
H6 1.783978 1.037531 1.903339  0.02
H7 3.417393 0.588271 1.541326  0.01
H8 2.388990 1.388721 0.318538  0.06
H9 -0.246528 1.802367 -1.275199  0.00
H10 0.527894 1.627729 -2.807300  0.00
H11 1.356235 1.597207 -1.405619  0.00

Cartesian forces (eV/Å) of the 6 atoms listed first:
C -1.573 -2.832 -1.151
C 2.470 -1.615 0.208
C 1.286 -0.214 2.394
C -0.258 0.823 -0.028
N -1.272 0.330 -1.357
O -0.157 -0.546 1.298